No. 1
Formula: C35H49Cl10F3O4
Source: OMol25
Level of theory: ωB97M-V with the def2-TZVPD basis set

Structure (XYZ):
```
101
Properties=species:S:1:pos:R:3:lowdin_charge:R:1
F -14.758 14.420 14.522 0.032
C -14.805 15.348 15.513 -0.271
C -13.794 15.396 16.441 -0.027
C -13.846 16.409 17.412 -0.080
C -14.856 17.375 17.405 -0.088
C -15.819 17.305 16.405 -0.118
C -15.848 16.271 15.484 -0.003
H -12.926 14.752 16.452 0.110
H -13.048 16.539 18.128 0.092
H -14.973 18.209 18.082 0.078
H -16.598 18.041 16.562 0.053
H -16.631 16.207 14.740 0.106
F -21.637 17.811 10.034 0.062
C -20.721 17.815 11.018 -0.289
C -20.976 17.167 12.207 -0.026
C -20.063 17.359 13.230 -0.142
C -18.898 18.105 13.077 -0.193
C -18.712 18.776 11.883 -0.120
C -19.565 18.557 10.809 -0.060
H -21.906 16.649 12.393 0.120
H -20.263 17.022 14.245 0.062
H -18.324 18.295 13.974 -0.024
H -17.883 19.440 11.663 0.107
H -19.379 19.080 9.882 0.119
F -10.241 21.363 16.108 0.033
C -10.235 20.057 16.448 -0.294
C -10.727 19.752 17.700 -0.022
C -10.809 18.422 18.065 -0.085
C -10.305 17.438 17.229 -0.105
C -9.708 17.774 16.020 -0.082
C -9.713 19.092 15.603 -0.020
H -11.022 20.493 18.430 0.091
H -11.276 18.133 18.998 0.092
H -10.249 16.415 17.582 0.103
H -9.246 16.978 15.454 0.104
H -9.195 19.476 14.731 0.121
C -14.798 17.455 21.024 -0.033
C -14.109 18.786 21.092 -0.489
C -14.559 19.667 22.255 -0.018
O -13.300 19.160 20.276 0.028
H -14.754 16.941 21.980 0.090
H -14.454 16.897 20.157 0.057
H -15.851 17.684 20.816 0.092
H -13.941 20.555 22.404 0.078
H -14.334 19.119 23.176 0.085
H -15.601 19.956 22.153 0.086
C -19.854 11.013 16.990 -0.019
C -18.532 11.553 16.558 -0.479
C -18.415 11.946 15.101 -0.029
O -17.588 11.630 17.309 0.042
H -19.664 10.496 17.935 0.088
H -20.303 10.307 16.299 0.085
H -20.523 11.846 17.213 0.096
H -19.338 11.618 14.615 0.073
H -17.548 11.571 14.565 0.037
H -18.485 13.020 14.893 0.061
C -13.999 16.160 11.710 -0.019
C -13.768 14.709 12.043 -0.501
C -12.600 14.458 12.938 -0.035
O -14.533 13.820 11.747 0.057
H -14.716 16.364 10.912 0.050
H -13.125 16.746 11.428 0.085
H -14.458 16.601 12.602 0.083
H -12.565 15.184 13.752 0.073
H -11.682 14.552 12.347 0.096
H -12.549 13.467 13.389 0.065
C -12.903 20.619 13.895 -0.012
C -14.216 21.322 13.645 -0.493
C -15.443 20.956 14.470 -0.021
O -14.264 22.229 12.848 0.063
H -12.136 21.033 13.248 0.086
H -13.086 19.577 13.606 0.084
H -12.584 20.661 14.934 0.060
H -15.318 19.919 14.796 0.059
H -16.332 21.048 13.856 0.077
H -15.382 21.575 15.364 0.052
Cl -16.856 14.510 20.491 0.506
C -16.129 14.032 18.934 -0.992
Cl -14.572 13.232 19.196 0.536
H -16.848 13.405 18.419 -0.003
H -15.888 14.910 18.341 -0.011
Cl -19.144 18.663 15.778 0.672
C -20.045 17.659 16.925 -0.944
Cl -18.994 16.698 17.985 0.534
H -20.638 18.354 17.508 0.028
H -20.710 16.983 16.401 0.024
Cl -18.962 14.200 12.152 0.554
C -17.357 14.732 11.649 -0.968
Cl -17.518 16.102 10.507 0.587
H -16.868 15.138 12.527 -0.004
H -16.776 13.904 11.270 0.021
Cl -14.104 21.101 17.888 0.580
C -13.259 22.279 18.887 -1.049
Cl -12.062 23.280 18.109 0.573
H -14.007 22.944 19.312 0.023
H -12.829 21.737 19.726 0.012
Cl -15.189 10.245 14.481 0.521
C -14.725 11.247 15.889 -0.987
Cl -12.955 11.532 15.808 0.494
H -15.218 12.209 15.940 0.003
H -14.993 10.634 16.740 0.019
```

Values from the calculation:
HOMO-LUMO gap: 9.28 eV
LUMO level: 0.1 eV
E: -178655.298 eV
SMILES: Fc1ccccc1.Fc1ccccc1.Fc1ccccc1.CC(C)=O.CC(C)=O.CC(C)=O.CC(C)=O.ClCCl.ClCCl.ClCCl.ClCCl.ClCCl


No. 2
Formula: C35H49N11O10S
Source: OMol25
Level of theory: ωB97M-V with the def2-TZVPD basis set

Structure (XYZ):
```
106
Properties=species:S:1:pos:R:3:lowdin_charge:R:1
S -0.257 0.001 0.020 0.313
O -0.660 0.943 -0.998 -0.335
O -1.191 -1.115 0.078 -0.318
O 1.126 -0.430 -0.265 -0.307
O -0.300 0.628 1.245 -0.300
N 3.099 1.056 -0.316 -0.049
C 4.447 1.028 0.105 -0.146
C 5.168 2.297 -0.378 -0.056
C 4.008 3.100 -0.882 -0.119
C 2.805 2.321 -0.846 -0.164
H 2.210 0.217 -0.342 0.066
H 4.685 0.155 0.612 0.054
H 6.137 2.599 -0.036 0.042
H 4.015 4.114 -1.288 0.071
H 1.770 2.450 -1.248 0.097
N 1.246 1.565 3.034 -0.036
C 0.745 1.591 4.337 -0.124
C 1.805 2.180 5.284 -0.049
C 2.911 2.631 4.272 -0.092
C 2.562 2.126 2.853 -0.082
H 0.664 1.226 2.141 0.071
H -0.032 1.184 4.611 -0.025
H 1.637 2.273 6.369 0.050
H 3.808 3.307 4.315 0.055
H 3.172 2.030 1.930 0.064
N -2.198 -2.698 -1.591 -0.003
C -2.889 -3.902 -1.659 -0.200
C -2.873 -4.592 -2.897 -0.086
C -2.284 -3.485 -3.822 -0.092
C -1.788 -2.371 -2.975 -0.083
H -1.960 -2.208 -0.722 0.041
H -3.221 -4.236 -0.696 0.075
H -3.222 -5.578 -3.300 0.079
H -2.025 -3.625 -4.927 0.080
H -1.421 -1.376 -2.805 0.066
N -2.666 1.360 -2.680 0.001
C -3.830 2.028 -2.349 -0.091
C -4.842 1.890 -3.465 -0.100
C -4.116 1.245 -4.528 -0.126
C -2.710 0.899 -3.992 -0.117
H -1.828 1.347 -2.099 0.059
H -3.989 2.325 -1.423 0.039
H -5.788 2.355 -3.672 0.055
H -4.538 0.869 -5.513 0.079
H -1.885 0.397 -4.654 0.121
N -2.310 1.876 2.483 -0.019
C -3.579 1.261 2.370 -0.074
C -4.471 2.043 3.241 -0.060
C -3.593 3.044 3.906 -0.114
C -2.235 2.889 3.424 -0.137
H -1.374 1.520 2.149 0.082
H -3.740 0.433 1.807 0.057
H -5.412 2.030 3.379 -0.013
H -3.896 3.878 4.602 0.077
H -1.189 3.370 3.615 0.130
N -2.026 -2.240 2.676 -0.047
C -2.043 -1.453 3.854 -0.045
C -2.466 -2.502 4.908 -0.065
C -2.599 -3.811 4.223 -0.057
C -2.321 -3.529 2.743 -0.128
H -1.754 -1.825 1.804 0.076
H -1.575 -0.418 3.904 0.096
H -2.655 -2.444 5.949 0.044
H -3.034 -4.599 4.617 -0.002
H -2.461 -4.008 1.741 0.106
N -0.629 3.497 -0.800 0.008
C 0.018 4.079 0.280 -0.144
C 0.036 5.546 0.191 -0.107
C -0.497 5.822 -1.157 -0.116
C -0.948 4.533 -1.747 -0.073
H -0.768 2.510 -0.877 0.024
H 0.483 3.361 1.030 0.104
H 0.587 6.204 0.892 0.075
H -0.716 6.820 -1.721 0.092
H -1.191 4.024 -2.554 0.031
N 2.354 -1.737 -2.106 -0.039
C 1.767 -2.821 -2.774 -0.157
C 2.675 -3.351 -3.816 -0.080
C 3.984 -2.477 -3.722 -0.016
C 3.656 -1.496 -2.522 -0.101
H 1.708 -1.128 -1.359 0.100
H 0.737 -3.329 -2.529 0.112
H 2.524 -4.249 -4.376 0.040
H 4.924 -2.582 -4.044 -0.016
H 4.229 -0.798 -2.129 0.015
C 0.361 -4.106 0.899 0.022
N 0.614 -5.451 0.332 -0.440
O 0.371 -6.434 1.000 0.052
O 1.003 -5.478 -0.817 0.054
H -0.512 -3.721 0.328 0.082
H 1.040 -3.372 0.469 0.088
H 0.209 -4.290 1.954 0.092
C 2.319 -1.518 2.414 0.051
N 3.032 -2.658 3.105 -0.345
O 3.247 -2.487 4.344 0.027
O 2.911 -3.775 2.558 0.030
H 2.314 -1.578 1.408 0.025
H 2.980 -0.692 2.603 0.092
H 1.287 -1.570 2.620 0.094
C 1.651 0.855 -3.838 -0.010
N 2.189 1.866 -4.648 -0.441
O 3.289 1.791 -5.107 0.086
O 1.304 2.615 -5.165 0.005
H 0.676 1.179 -3.237 0.141
H 2.515 0.797 -3.209 0.064
H 1.449 -0.036 -4.372 0.098
```

Values from the calculation:
HOMO-LUMO gap: 6.90 eV
LUMO level: 3.4 eV
Energy relative to the best compared isomer or geometry (same formula, charge and spin): 0.6025 eV
Total charge: -2
E: -84769.959 eV


HOMO-LUMO gap of number 2 (C35H49N11O10S)? 6.90 eV